(1)
C17H12BeIN2SbSe4 | ωB97M-V/def2-TZVPD

Computed properties:
- Energy relative to the best compared isomer or geometry (same formula, charge and spin): 0.0000 eV
- HOMO level: -1.2 eV
- Charge: -2

```
38
Properties=species:S:1:pos:R:3:forces:R:3:nbo_charge:R:1
Be -1.472723 0.736841 0.589944 0.5451 0.1191 0.0317 1.42
I -1.266716 1.081183 4.102023 0.0099 -0.0894 -0.1846 0.19
C 0.627300 0.426135 3.491274 -0.0162 0.0670 -0.0541 -0.13
C 1.418785 -0.054737 4.502760 0.1290 -0.0330 -0.1317 -0.29
C 2.783368 -0.331367 4.279852 -0.0214 -0.0013 0.0264 -0.23
C 3.332786 -0.046071 3.065745 -0.0252 0.0042 0.0081 -0.21
C 2.539930 0.469276 2.008116 -0.1769 0.0320 0.0119 -0.09
C 3.173931 0.853348 0.799259 -0.0237 0.0024 0.0200 -0.23
C 2.432850 1.419686 -0.193258 -0.1557 -0.0039 -0.0514 -0.22
C 1.024084 1.494205 -0.067383 0.0537 -0.0954 0.1925 -0.28
C 0.299361 1.041862 1.031015 0.2113 0.0433 -0.2158 -0.56
C 1.119836 0.641801 2.156155 0.0888 -0.0466 0.0757 -0.01
H 0.999007 -0.188419 5.490462 -0.0004 0.0027 -0.0094 0.21
H 3.394483 -0.718236 5.090303 -0.0493 0.0090 -0.0566 0.19
H 4.396228 -0.188172 2.891790 -0.0504 0.0094 -0.0097 0.19
H 4.247979 0.711552 0.700382 -0.0841 0.0143 0.0180 0.18
H 2.908875 1.749989 -1.114619 -0.0401 0.0101 0.0917 0.19
H 0.482290 1.885402 -0.925049 0.0258 -0.0859 0.0408 0.20
Se -5.352416 -0.029137 -1.345194 0.2037 0.0877 0.1157 -0.92
Sb -4.365071 0.290741 0.906627 -0.4596 -0.0538 -0.3029 1.07
Se -2.403154 -1.264123 1.191420 -0.1306 0.2258 0.1505 -0.90
Se -2.979923 2.413610 0.915161 -0.0637 -0.3555 -0.1262 -0.92
Se -6.028592 0.209654 2.676639 0.1509 0.0156 0.0356 -0.83
N -2.041364 0.589567 -3.368020 0.0014 0.0430 0.1394 -0.54
C -2.222388 1.078655 -2.107306 0.3075 -0.3230 -0.0926 0.30
N -1.465087 0.465271 -1.234280 -0.0619 0.2180 -0.0723 -0.68
C -0.788663 -0.526612 -1.941139 0.0887 0.0064 0.1385 0.19
C 0.124745 -1.477680 -1.501157 0.0619 -0.0988 0.0690 -0.20
C 0.645971 -2.355339 -2.438630 -0.0007 0.0391 0.0508 -0.23
C 0.270617 -2.296201 -3.788038 -0.1044 0.1180 -0.0121 -0.23
C -0.637700 -1.347368 -4.237485 0.0366 -0.0588 -0.0181 -0.25
C -1.148308 -0.468696 -3.289524 -0.2158 0.1570 0.1008 0.09
H -2.661988 0.790599 -4.126922 -0.1279 -0.0168 -0.0718 0.42
H -2.884668 1.896469 -1.870529 -0.0480 -0.0806 0.0762 0.27
H 0.396495 -1.529897 -0.454057 -0.0110 0.0231 -0.0615 0.25
H 1.355496 -3.112066 -2.119673 -0.0613 0.0572 -0.0204 0.20
H 0.690615 -3.009206 -4.489582 -0.0294 0.0447 0.0246 0.20
H -0.946266 -1.302512 -5.277069 0.0437 -0.0064 0.0733 0.20
```
Forces are in eV/Å.

(2)
C29H37IrN4O2PS2 | ωB97M-V/def2-TZVPD

Computed properties:
- Multiplicity: 2
- Energy relative to the best compared isomer or geometry (same formula, charge and spin): 3.9138 eV
- HOMO level (spin up / spin down): -12.1 / -12.1 eV
- Charge: +2

```
76
Properties=species:S:1:pos:R:3:forces:R:3:mulliken_spin:R:1
Ir 0.364011 -0.004580 -0.172745 0.7422 -1.9905 2.6991 0.89
C 3.516357 -2.866086 0.919564 -0.0368 -0.0861 -0.1055 0.00
C 2.673971 -1.810472 0.284399 0.1113 -0.1269 -0.0126 0.02
N 1.392960 -1.750261 0.406746 -0.2795 1.2967 -0.6062 -0.03
N 0.758409 -2.717061 1.137635 -0.1329 -0.3453 -0.0576 0.01
C -0.402903 -2.409633 1.733569 0.1522 -0.0309 0.0828 -0.01
N -1.023658 -3.348934 2.427702 0.1264 0.0495 0.1063 0.01
S -1.071587 -0.847144 1.601667 -0.1786 0.6343 -0.9961 0.02
C 3.257591 -0.709494 -0.483961 0.1324 -0.1364 -0.0005 0.00
C 4.501073 -0.784107 -1.083768 0.0860 0.0227 0.0779 0.00
C 4.968976 0.307784 -1.802538 -0.0434 -0.0695 -0.0212 -0.01
C 4.172671 1.435490 -1.892880 0.0705 -0.0212 0.0937 0.00
C 2.933196 1.427469 -1.274737 0.0127 0.2527 0.1542 -0.01
N 2.479582 0.379334 -0.585146 -0.8635 0.4648 -0.5923 0.04
H 3.166025 -3.078294 1.930704 -0.0020 0.0172 0.0034 0.00
H 4.549208 -2.538653 0.991837 -0.0023 0.0062 -0.0095 0.00
H 3.499410 -3.795853 0.343101 -0.0097 0.0035 0.0049 0.00
H 1.172550 -3.636935 1.194660 0.0527 0.0299 -0.1207 0.00
H -0.628712 -4.261037 2.598480 -0.0132 -0.0025 0.0032 0.00
H -1.861507 -3.105021 2.934082 -0.0536 -0.0098 -0.0678 0.00
H 5.088642 -1.688289 -1.009794 0.0242 0.0256 0.0388 0.00
H 5.937174 0.267233 -2.282720 -0.0084 0.0191 -0.0089 0.00
H 4.497473 2.315947 -2.429118 -0.0170 -0.0044 -0.0048 0.00
H 2.285198 2.293969 -1.321673 -0.0406 -0.0390 0.0154 0.00
O -0.226865 2.721943 -2.379890 -0.0263 -0.1217 0.5415 0.00
C 0.257945 1.821797 -2.983081 0.1307 0.6786 -0.9754 0.00
O 0.396313 0.556758 -2.414237 -0.1510 -0.8392 -0.4155 0.02
C 0.853372 1.821649 -4.320381 0.0208 -0.4964 0.2395 0.00
C 1.027241 2.937068 -5.132623 -0.0367 -0.0191 0.0634 0.00
C 1.670033 2.768216 -6.341819 0.0709 -0.0382 -0.0719 0.00
C 2.131440 1.504565 -6.729007 -0.1124 0.0711 0.0245 0.00
C 1.951779 0.387986 -5.928993 -0.0505 -0.0831 0.0675 0.00
C 1.307819 0.567939 -4.711283 0.1342 0.2995 -0.3704 0.00
S 0.966116 -0.646410 -3.514777 -0.1823 0.3272 0.5893 0.01
H 0.665865 3.899781 -4.795471 -0.0017 0.0142 -0.0487 0.00
H 1.825091 3.614384 -6.996197 -0.0025 0.0023 0.0028 0.00
H 2.635321 1.392645 -7.679543 0.0002 0.0050 -0.0052 0.00
H 2.299881 -0.586777 -6.244628 0.0195 0.0313 -0.0215 0.00
C -4.930504 1.382239 2.933765 -0.1187 -0.0869 -0.0160 0.00
C -4.862453 1.333509 1.409914 0.2983 0.6280 -0.4125 0.00
C -5.742992 2.432515 0.806194 -0.2183 -0.1869 0.1930 0.00
C -5.326732 -0.037664 0.912376 -0.0594 0.0076 0.0858 0.00
P -3.072281 1.448888 0.824749 0.6458 -1.0692 0.3026 0.04
C -3.210358 1.498271 -0.998107 -0.1515 0.6207 0.1032 -0.01
C -3.646830 2.606863 -1.733906 0.1371 -0.1348 -0.1108 0.00
C -3.852147 2.511835 -3.101035 0.0369 0.0764 -0.0072 0.00
C -3.615731 1.314077 -3.764872 0.0301 0.0081 0.0023 0.00
C -3.180563 0.207874 -3.051365 0.0976 -0.0182 0.0282 0.01
C -2.983837 0.301378 -1.676945 0.0411 -0.0449 -0.0634 0.01
C -2.067884 2.882949 1.509303 -0.8200 0.0168 -0.2919 -0.01
C -2.751403 4.247459 1.336987 0.4979 0.1674 0.1792 0.00
C -0.732606 2.893118 0.782878 0.0940 0.2025 -0.2892 0.02
C -1.830780 2.599166 2.994476 0.0585 0.1017 0.0004 0.00
H -5.933379 1.080629 3.245535 0.0002 0.0143 0.0178 0.00
H -4.761871 2.387686 3.318401 -0.0139 -0.0145 0.0016 0.00
H -4.218398 0.696682 3.398291 0.0093 0.0161 0.0106 0.00
H -6.773640 2.286988 1.144220 0.0063 0.0239 -0.0212 0.00
H -5.748410 2.395336 -0.282018 -0.0180 -0.0016 0.0113 0.00
H -5.432462 3.425293 1.128475 -0.0187 0.0032 -0.0452 0.00
H -6.373876 -0.180622 1.189909 0.0096 -0.0052 0.0064 0.00
H -4.739924 -0.838783 1.367577 -0.0106 -0.0200 -0.0194 0.00
H -5.255979 -0.124898 -0.172037 -0.0167 -0.0030 -0.0003 0.00
H -3.836954 3.549507 -1.241982 -0.0697 -0.0243 0.0057 0.00
H -4.214424 3.373692 -3.646803 0.0370 -0.0098 -0.0221 0.00
H -3.785017 1.243579 -4.831793 -0.0106 -0.0104 0.0139 0.00
H -3.006354 -0.733926 -3.558061 -0.0367 0.0092 0.0072 0.00
H -2.693545 -0.582255 -1.117307 0.0343 0.0241 0.0098 -0.01
H -2.941521 4.482948 0.292107 -0.0500 -0.0084 0.0163 0.00
H -2.094369 5.032360 1.726040 -0.0545 0.0235 0.0145 0.00
H -3.681732 4.298083 1.899125 -0.0083 -0.0214 -0.0248 0.00
H -0.830189 3.214915 -0.251141 0.0094 -0.0663 0.0108 0.00
H -0.210066 1.892344 0.807439 -0.1751 0.0806 -0.0048 -0.01
H -0.048348 3.573715 1.297195 0.0783 -0.0503 -0.0224 0.00
H -2.758385 2.563704 3.557976 0.0622 -0.0053 0.0289 0.00
H -1.223122 3.403857 3.417443 0.0293 -0.0206 -0.0151 0.00
H -1.299387 1.657225 3.142417 -0.0048 -0.0137 0.0212 0.00
```
Forces are in eV/Å.

(3)
C5H12N2O | ωB97M-V/def2-TZVPD

Computed properties:
- SMILES string: CC(C)CNC(N)=O
- Energy relative to the best compared isomer or geometry (same formula, charge and spin): 1.3503 eV
- HOMO level: -9.5 eV

```
20
Properties=species:S:1:pos:R:3:forces:R:3:nbo_charge:R:1
C -1.236906 -0.995330 0.612301 -2.1222 0.3576 -1.2287 -0.64
C -0.383493 -0.595510 -0.639761 0.1554 -2.9428 -0.3447 -0.22
C -0.530981 -1.664639 -1.884770 -1.6364 2.0082 2.4146 -0.61
C 1.126788 -0.394171 -0.201917 0.5776 -0.4999 -3.7184 -0.24
N 1.323368 0.588795 0.823150 -0.8880 1.8848 -0.8375 -0.66
C 0.615944 1.801224 0.513973 1.4244 -0.5610 3.0572 0.80
N 0.519621 2.636736 1.670060 -2.0322 -1.1695 -2.2368 -0.88
O 0.106210 2.051621 -0.533653 -0.0983 0.7465 -0.6451 -0.61
H -1.200887 -1.968958 1.101010 1.1212 -0.1547 -0.1717 0.21
H -2.359772 -1.036790 0.310263 1.6897 0.6682 0.3851 0.21
H -1.090282 -0.197987 1.350560 -0.3638 -0.2877 0.0859 0.20
H -0.847892 0.310115 -1.006404 0.3808 -0.0039 0.0252 0.24
H -0.052739 -2.574552 -1.720546 0.9331 -1.6835 0.7831 0.19
H -0.092370 -1.296150 -2.781813 -0.0717 0.6916 -0.8074 0.21
H -1.627711 -1.900995 -1.961947 1.0302 0.4242 -0.3509 0.21
H 1.637850 -1.404457 -0.102224 -0.6703 1.3184 0.7511 0.22
H 1.709831 0.050999 -1.126729 -1.2432 -0.8766 1.4543 0.20
H 1.245626 0.363483 1.790281 -0.0910 -0.4378 0.4187 0.39
H 1.275450 2.844341 2.229448 1.9210 0.1669 1.1560 0.39
H -0.137653 3.382225 1.558716 -0.0162 0.3510 -0.1900 0.39
```
Forces are in eV/Å.

It is found that the electronic energy values, taken in the order of the records, are -10923.19936 -2738.24866 -382.45291 Eh.